# 1
A single C2H4NP molecule at a distorted geometry. Source: the OMol25 dataset; level of theory: wB97M-V/def2-TZVPD.

Calculated values
Energy relative to the best compared isomer or geometry (same formula, charge and spin)   213.89 kJ/mol
Structure (SMILES)   PC1=NC1
Energy   -474.59222 hartree
2S+1   1
HOMO-LUMO gap   10.03 eV
E_HOMO   -9.13 eV

Structure (XYZ):
```
8
C2H4NP (wB97M-V/def2-TZVPD)
P 1.660 -0.516 -0.117
C -0.114 -0.835 -0.154
N -1.144 -1.470 0.051
C -1.347 -0.026 -0.330
H 1.315 0.196 1.007
H 1.686 0.666 -1.057
H -1.571 0.415 0.579
H -1.865 0.144 -1.312
```

Here are the natural (NBO) charges for atoms 1 to 5, given in e: number 1, P, carries 0.32; number 2, C, carries -0.05; number 3, N, carries -0.30; number 4, C, carries -0.36; number 5, H, carries 0.00

***

# 2
2 unconnected molecules or ions with the total composition C2H4NP at a distorted geometry. Source: the OMol25 dataset; level of theory: wB97M-V/def2-TZVPD.

Calculated values
Energy relative to the best compared isomer or geometry (same formula, charge and spin)   498.26 kJ/mol
Energy   -474.48392 hartree
2S+1   1
HOMO-LUMO gap   9.17 eV
E_HOMO   -9.12 eV

Structure (XYZ):
```
8
C2H4NP (wB97M-V/def2-TZVPD)
C -0.152 -0.621 0.011
C -2.823 -0.539 -0.128
N 1.010 -0.370 0.049
P 2.707 -0.230 0.002
H -2.678 0.410 0.330
H -3.035 -1.020 0.847
H 2.781 0.773 0.905
H 2.941 0.642 -1.103
```

Here are the natural (NBO) charges for atoms 1 to 5, given in e: number 1, C, carries 0.40; number 2, C, carries -0.22; number 3, N, carries -0.83; number 4, P, carries 0.57; number 5, H, carries 0.06

***

# 3
2 unconnected molecules or ions with the total composition C2H4NP at a distorted geometry. Source: the OMol25 dataset; level of theory: wB97M-V/def2-TZVPD.

Calculated values
Energy relative to the best compared isomer or geometry (same formula, charge and spin)   584.00 kJ/mol
Energy   -474.45126 hartree
2S+1   1
HOMO-LUMO gap (spin up / spin down)   7.99 / 8.26 eV
E_HOMO (spin up / spin down)   -8.85 / -8.45 eV

Structure (XYZ):
```
8
C2H4NP (wB97M-V/def2-TZVPD)
C 0.483 0.737 -0.378
C 0.110 -0.425 0.469
N -0.752 -1.204 -0.273
P -1.384 0.420 0.127
H 0.975 1.495 0.048
H 0.839 0.687 -1.473
H 0.427 -0.168 2.738
H -0.698 -1.542 -1.258
```

Here are the natural (NBO) charges for atoms 1 to 5, given in e: number 1, C, carries -0.63; number 2, C, carries -0.05; number 3, N, carries -0.85; number 4, P, carries 0.73; number 5, H, carries 0.20

***

> Look up the energy of the second one.

-474.48392 hartree

***

What did the first record say?
A single C2H4NP molecule at a distorted geometry. Source: the OMol25 dataset; level of theory: wB97M-V/def2-TZVPD.

Calculated values
Energy relative to the best compared isomer or geometry (same formula, charge and spin)   213.89 kJ/mol
Structure (SMILES)   PC1=NC1
Energy   -474.59222 hartree
2S+1   1
HOMO-LUMO gap   10.03 eV
E_HOMO   -9.13 eV

Structure (XYZ):
```
8
C2H4NP (wB97M-V/def2-TZVPD)
P 1.660 -0.516 -0.117
C -0.114 -0.835 -0.154
N -1.144 -1.470 0.051
C -1.347 -0.026 -0.330
H 1.315 0.196 1.007
H 1.686 0.666 -1.057
H -1.571 0.415 0.579
H -1.865 0.144 -1.312
```

Here are the natural (NBO) charges for atoms 1 to 5, given in e: number 1, P, carries 0.32; number 2, C, carries -0.05; number 3, N, carries -0.30; number 4, C, carries -0.36; number 5, H, carries 0.00